(1)
The following is a DFT calculation (ωB97M-V/def2-TZVPD) of a 2-piece molecular cluster, C9H25N4 overall in a non-equilibrium geometry.

Geometry as ORCA input:
```
! wB97M-V def2-TZVPD RIJCOSX def2/J DEFGRID3
* xyz 1 3
C -2.98 -1.14 -0.64
C -2.69 2.21 0.83
C 2.85 -1.68 -1.24
C 1.14 1.74 -1.43
C 3.43 1.21 -0.57
C 0.29 -1.28 2.13
C -2.03 -1.26 0.57
C -1.91 1.04 1.63
C 1.80 -0.61 -1.14
N 0.62 -0.80 -1.61
N 2.10 0.71 -0.94
N 0.12 -0.32 1.11
N -1.29 0.01 0.74
H -2.49 -1.18 -1.61
H -3.53 -2.02 -0.61
H -3.59 -0.20 -0.80
H -3.78 1.96 0.64
H -2.70 3.04 1.54
H -2.28 2.50 -0.12
H 3.62 -1.27 -1.90
H 3.37 -2.01 -0.37
H 2.52 -2.52 -1.80
H 0.73 2.15 -0.48
H 1.67 2.49 -1.92
H 0.29 1.19 -1.98
H 3.87 0.57 0.13
H 4.11 1.41 -1.31
H 3.26 2.11 0.01
H 1.40 -1.45 2.00
H 0.03 -0.94 3.14
H -0.29 -2.15 1.93
H -1.19 -1.88 0.27
H -2.65 -1.57 1.45
H -2.49 0.48 2.46
H -0.89 1.41 1.98
H 0.38 -1.62 -2.10
H 0.39 -0.66 0.31
H -1.22 0.34 -0.26
*
```

Values from the calculation:
Relative energy (zero: lowest compared OMol25 entry of this formula, charge and spin) = 15.85 kcal per mole
Gap between HOMO and LUMO (alpha / beta) = 5.47 / 7.44 eV

Atomic partial charges in e from the natural (NBO) method, atoms 1 to 4: -0.65, -0.63, -0.66, -0.45

=====

(2)
The following is a DFT calculation (ωB97M-V/def2-TZVPD) of a 8-piece molecular cluster, C9H25N7O18S overall in a non-equilibrium geometry.

Geometry as ORCA input:
```
! wB97M-V def2-TZVPD RIJCOSX def2/J DEFGRID3
* xyz 0 1
C -3.26 6.33 -2.01
N -2.93 4.87 -2.07
O -3.82 4.03 -2.28
O -1.82 4.50 -1.76
H -3.59 6.63 -3.00
H -2.40 6.88 -1.61
H -4.19 6.35 -1.44
C -3.52 -3.54 -5.86
N -4.87 -3.13 -6.30
O -5.35 -2.17 -5.69
O -5.52 -3.80 -7.11
H -3.03 -3.82 -6.79
H -3.78 -4.43 -5.29
H -3.03 -2.72 -5.32
C 0.14 0.17 -1.10
N 0.13 -1.35 -1.03
O 0.03 -1.94 -2.09
O 0.13 -1.97 0.07
H -0.81 0.52 -0.70
H 0.25 0.43 -2.16
H 1.01 0.42 -0.49
C -4.62 -1.69 1.68
N -4.46 -2.78 0.69
O -3.99 -3.84 1.04
O -4.90 -2.60 -0.44
H -5.66 -1.39 1.60
H -3.92 -0.93 1.34
H -4.37 -2.02 2.69
C 0.58 3.64 -6.63
N 0.84 2.48 -7.52
O 0.48 2.66 -8.68
O 1.07 1.36 -7.08
H -0.49 3.63 -6.80
H 1.13 4.46 -7.08
H 0.87 3.35 -5.62
C 1.46 -1.56 4.98
N 0.54 -0.64 5.66
O -0.32 -0.05 5.03
O 0.70 -0.53 6.86
H 1.75 -2.30 5.71
H 2.37 -1.11 4.57
H 0.91 -2.10 4.21
C 0.84 -6.72 1.01
N 1.81 -6.32 1.99
O 2.74 -5.56 1.62
O 1.55 -6.65 3.12
H 0.88 -7.81 0.95
H 1.16 -6.38 0.02
H -0.15 -6.39 1.32
O 4.63 1.92 3.13
S 4.54 3.01 4.12
O 3.48 3.99 4.00
O 4.63 2.60 5.73
C 5.94 2.70 6.20
C 6.45 3.93 5.57
O 5.98 3.89 4.29
H 5.73 2.91 7.24
H 6.48 1.76 6.07
H 7.52 3.99 5.39
H 6.04 4.83 6.04
*
```

Values from the calculation:
Relative energy (zero: lowest compared OMol25 entry of this formula, charge and spin) = 40.85 kcal per mole
SMILES = C[N+](=O)[O-].C[N+](=O)[O-].C[N+](=O)[O-].C[N+](=O)[O-].C[N+](=O)[O-].C[N+](=O)[O-].C[N+](=O)[O-].O=S1(=O)OCCO1
Gap between HOMO and LUMO = 10.59 eV

Atomic partial charges in e from the natural (NBO) method, atoms 1 to 4: -0.49, 0.52, -0.39, -0.37

=====

(3)
The following is a DFT calculation (ωB97M-V/def2-TZVPD) of C9H25O6PSi2 as an isolated structure.

Geometry as ORCA input:
```
! wB97M-V def2-TZVPD RIJCOSX def2/J DEFGRID3
* xyz 0 1
C 2.95 -4.28 0.16
O 2.85 -2.97 0.66
C 3.75 -2.04 0.08
C 3.11 -1.35 -1.11
C 1.86 -0.56 -0.71
C 0.68 -0.83 -1.64
C -0.03 -2.16 -1.35
Si -0.78 -2.35 0.35
O -1.87 -1.17 0.72
Si -1.45 0.19 1.58
P -1.90 -4.33 0.45
O -1.25 -5.30 1.37
H 3.19 -4.28 -0.91
H 2.00 -4.78 0.30
H 3.72 -4.85 0.69
H 4.69 -2.53 -0.19
H 3.99 -1.31 0.85
H 3.86 -0.70 -1.56
H 2.85 -2.10 -1.85
H 1.61 -0.81 0.32
H 2.07 0.51 -0.73
H -0.04 -0.01 -1.62
H 1.05 -0.87 -2.66
H -0.83 -2.30 -2.08
H 0.65 -3.00 -1.48
H 0.27 -2.45 1.38
H -2.68 0.89 1.96
H -0.63 1.05 0.70
H -0.68 -0.18 2.78
H -2.02 -4.80 -0.88
H -3.23 -4.03 0.79
C -0.79 7.04 0.53
O -1.09 5.75 -0.01
C -2.31 5.31 0.30
O -3.13 5.89 0.96
O -2.47 4.11 -0.26
C -3.74 3.51 -0.01
H 0.22 7.27 0.20
H -1.48 7.79 0.15
H -0.83 7.03 1.62
H -4.54 4.12 -0.41
H -3.89 3.36 1.06
H -3.72 2.55 -0.51
*
```

Values from the calculation:
Gap between HOMO and LUMO = 9.93 eV

Atomic partial charges in e from the natural (NBO) method, atoms 1 to 4: -0.25, -0.56, -0.06, -0.43